Record 1
Entry from OMol25: a cluster of 2 separate species, C3H3NO2 in total at a distorted geometry (ωB97M-V/def2-TZVPD).

Computed properties:
2S+1: 1
LUMO level: -0.433 eV
HOMO-LUMO gap: 9.2 eV
E_tot: -321.24201 Ha
highest occupied orbital energy: -9.59 eV
largest force on an atom: 0.0263 Eh/bohr

Each atom is followed by the atoms it is bonded to, with distances in Å.
Atoms and positions in Å:
1 N -1.42 -1.61 1.25  C2 1.162
2 C -0.62 -1.09 0.59  N1 1.162, C3 1.428
3 C 0.40 -0.50 -0.21  C2 1.428, O4 1.387, C5 1.338
4 O 1.46 -1.27 -0.65  C3 1.387, H7 0.967
5 C 0.51 0.80 -0.49  C3 1.338, O6 1.161
6 O 0.69 1.88 -0.87  C5 1.161
7 H 1.49 -1.23 -1.62  O4 0.967
8 H -1.05 1.43 1.29  H9 0.744
9 H -1.46 1.60 0.70  H8 0.744

Mulliken population analysis, charges in e, atoms 1 to 6: N -0.339; C -0.125; C 0.544; O -0.489; C 0.341; O -0.283

---

Record 2
Entry from OMol25: an isolated molecule of C3H3NO2 at a distorted geometry (ωB97M-V/def2-TZVPD).

Computed properties:
2S+1: 1
LUMO level: 0.762 eV
HOMO-LUMO gap: 9.6 eV
E_tot: -321.34831 Ha
highest occupied orbital energy: -8.85 eV
largest force on an atom: 0.0544 Eh/bohr

Each atom is followed by the atoms it is bonded to, with distances in Å.
Atoms and positions in Å:
1 O 2.23 -0.90 0.73  C2 1.201
2 C 1.11 -0.52 0.52  O1 1.201, N3 1.374, O6 1.382
3 N 0.67 0.73 0.17  C2 1.374, C4 1.367, H7 1.005
4 C -0.70 0.70 0.09  N3 1.367, C5 1.322, H8 1.090
5 C -1.10 -0.54 0.30  C4 1.322, O6 1.368, H9 1.079
6 O -0.02 -1.32 0.59  C2 1.382, C5 1.368
7 H 1.28 1.52 0.04  N3 1.005
8 H -1.39 1.33 -0.46  C4 1.090
9 H -2.08 -1.00 0.34  C5 1.079

Mulliken population analysis, charges in e, atoms 1 to 6: O -0.562; C 0.416; N -0.023; C -0.290; C -0.130; O -0.310

---

Record 3
Entry from OMol25: an isolated molecule of C3H3NO2S at a distorted geometry (ωB97M-V/def2-TZVPD).

Computed properties:
2S+1: 1
LUMO level (alpha / beta): -0.095 / -0.095 eV
HOMO-LUMO gap (alpha / beta): 7.7 / 7.7 eV
E_tot: -719.33214 Ha
highest occupied orbital energy (alpha / beta): -7.80 / -7.80 eV
largest force on an atom: 0.0832 Eh/bohr

Each atom is followed by the atoms it is bonded to, with distances in Å.
Atoms and positions in Å:
1 C 0.08 -1.29 0.24  N4 1.249, S7 1.737, H8 1.202
2 C 2.06 -0.06 -0.45  N4 1.236, O5 1.273
3 C -1.69 0.82 0.29  O6 1.294, S7 1.767
4 N 1.07 -0.53 0.11  C1 1.249, C2 1.236
5 O 2.83 0.92 -0.16  C2 1.273, H9 1.056
6 O -2.79 1.32 -0.17  C3 1.294, H10 1.001
7 S -1.55 -0.88 -0.18  C1 1.737, C3 1.767
8 H 0.36 -2.45 0.33  C1 1.202
9 H 2.96 1.41 0.77  O5 1.056
10 H -3.34 0.74 -0.77  O6 1.001

Mulliken population analysis, charges in e, atoms 1 to 6: C -0.038; C -0.103; C -0.113; N 0.072; O -0.347; O -0.205

---

Respective ΔE to the lowest compared entry with this formula, charge and spin values: 85.1; 18.4; 155.7 kcal per mole.